Entry 1:
DFT (ωB97M-V with the def2-TZVPD basis set) results for a molecular structure, C2H2AgFLiO2 in a non-equilibrium geometry.

Computed properties:
E_tot = -13111.8158 eV
molar mass = 191.843 g mol⁻¹
ΔE to the lowest compared entry with this formula, charge and spin = 4.817 eV
frontier orbital gap (alpha / beta) = 6.593 / 6.595 eV
HOMO energy (alpha / beta) = -12.1014 / -12.1023 eV
charge = +1

Each line ends with the Mulliken charge.
Atoms and positions in Å:
H: 0.47 0.61 1.59  0.05
O: -1.65 -0.28 0.68  -0.76
C: -0.47 -0.15 1.05  0.69
C: 0.56 0.32 0.03  0.17
O: 0.38 -0.04 -1.18  -0.77
Ag: -2.00 -0.58 -1.51  0.66
Li: 1.63 0.12 -2.54  0.94
F: 0.08 -1.32 1.72  -0.29
H: 1.01 1.32 0.16  0.31

Entry 2:
DFT (ωB97M-V with the def2-TZVPD basis set) results for a molecular structure, C25H27AsN2O2Y.

Computed properties:
E_tot = -95318.9046 eV
molar mass = 551.331 g mol⁻¹
ΔE to the lowest compared entry with this formula, charge and spin = 0.000 eV
frontier orbital gap = 7.864 eV
HOMO energy = -11.0519 eV
charge = +1

Each line ends with the Mulliken charge.
Atoms and positions in Å:
Y: -0.20 -0.43 0.47  1.21
O: -1.24 -1.10 -1.24  -0.72
C: -2.46 -1.14 -1.72  0.56
C: -2.77 -1.97 -2.81  -0.44
C: -4.05 -2.04 -3.31  -0.41
C: -5.08 -1.27 -2.76  -0.73
C: -4.80 -0.44 -1.70  -0.86
C: -3.50 -0.36 -1.16  0.44
C: -3.32 0.54 -0.05  0.03
N: -2.26 0.77 0.63  0.01
C: -2.32 1.75 1.72  -0.80
C: -1.65 1.16 2.96  -0.72
N: -0.32 0.66 2.58  0.05
C: 0.66 0.83 3.40  -0.03
C: 2.04 0.45 3.24  0.48
C: 2.88 0.63 4.36  -0.82
C: 4.21 0.30 4.32  -0.75
C: 4.74 -0.22 3.13  -0.37
C: 3.95 -0.39 2.01  -0.56
C: 2.58 -0.07 2.04  0.70
O: 1.85 -0.24 0.96  -0.84
H: -1.96 -2.56 -3.24  0.46
H: -4.26 -2.69 -4.15  0.40
H: -6.08 -1.32 -3.17  0.42
H: -5.58 0.16 -1.27  0.34
H: -4.23 1.10 0.22  0.22
H: -3.35 2.04 1.94  0.43
H: -1.77 2.64 1.41  0.26
H: -2.25 0.32 3.32  0.20
H: -1.58 1.90 3.75  0.44
H: 0.44 1.34 4.35  0.25
H: 2.45 1.04 5.26  0.36
H: 4.83 0.44 5.18  0.42
H: 5.79 -0.48 3.08  0.40
H: 4.36 -0.78 1.09  0.44
C: -0.16 -3.52 3.46  -1.31
As: -0.67 -3.12 1.63  0.86
C: -2.53 -3.68 1.59  -1.33
C: 0.24 -4.51 0.59  -1.49
C: -0.05 -5.90 1.08  0.60
C: -1.13 -6.62 0.59  -0.32
C: -1.41 -7.89 1.07  -0.63
C: -0.61 -8.46 2.04  -0.47
C: 0.48 -7.76 2.53  -0.61
C: 0.76 -6.48 2.05  -0.36
H: -0.38 -4.56 3.68  0.44
H: -0.73 -2.88 4.13  0.40
H: 0.90 -3.33 3.60  0.38
H: -2.61 -4.72 1.91  0.45
H: -2.92 -3.57 0.58  0.34
H: -3.10 -3.05 2.26  0.41
H: 1.30 -4.28 0.63  0.60
H: -0.09 -4.38 -0.45  0.59
H: -1.75 -6.19 -0.19  0.41
H: -2.25 -8.45 0.67  0.40
H: -0.82 -9.46 2.41  0.39
H: 1.12 -8.20 3.28  0.39
H: 1.62 -5.94 2.43  0.40

Entry 3:
DFT (ωB97M-V with the def2-TZVPD basis set) results for 6 unconnected molecules or ions with the total composition C31H60BrN8O5S in a non-equilibrium geometry.

Computed properties:
E_tot = -136139.8355 eV
molar mass = 736.843 g mol⁻¹
frontier orbital gap = 6.452 eV
HOMO energy = -10.1529 eV
charge = +1

Each line ends with the Mulliken charge.
Atoms and positions in Å:
C: -5.22 -1.79 -3.36  -0.57
C: -4.26 -0.71 -3.30  -0.45
C: -3.77 -0.13 -1.88  -0.35
N: -3.53 -1.17 -0.85  0.69
N: -4.56 -1.94 -0.26  -0.89
C: -5.06 -1.18 0.68  0.44
S: -5.53 -0.06 1.80  -0.12
C: -2.28 -1.43 -0.37  0.62
N: -2.03 -2.44 0.64  -0.47
C: -0.64 -2.46 0.98  0.18
C: 0.15 -3.33 2.03  -0.30
C: -0.60 -4.74 2.34  0.34
N: -0.53 -5.56 1.10  -0.71
N: -1.98 -4.51 2.83  -0.61
N: 0.13 -5.50 3.39  -0.55
N: -0.13 -1.45 0.13  0.35
C: 1.28 -0.98 0.03  -0.76
C: 1.53 0.54 0.48  -0.01
C: 0.46 1.12 1.52  -1.00
Br: 1.48 1.67 -1.15  -0.13
N: -1.02 -0.83 -0.69  -0.20
H: -4.79 -2.83 -3.16  0.29
H: -6.30 -1.57 -3.57  0.18
H: -3.86 -0.20 -4.24  0.34
H: -4.61 0.55 -1.51  0.16
H: -2.88 0.56 -2.05  0.24
H: 0.11 -2.75 3.02  0.10
H: 1.23 -3.50 1.74  0.32
H: -0.58 -6.54 1.40  0.31
H: -1.35 -5.37 0.51  0.30
H: -2.15 -3.52 3.07  0.29
H: -2.65 -4.78 2.11  0.31
H: 1.15 -5.39 3.31  0.31
H: -0.18 -5.14 4.31  0.29
H: 2.01 -1.63 0.62  -0.02
H: 1.63 -1.05 -1.06  0.44
H: 2.56 0.63 0.95  0.46
H: 1.02 1.57 2.41  0.32
H: -0.25 0.35 1.96  0.23
H: -0.15 1.97 1.07  0.32
H: -0.87 -0.09 -1.38  0.30
C: -3.53 4.25 -5.04  -0.60
C: -2.30 4.08 -5.91  -0.58
C: -1.34 3.38 -4.97  -0.51
O: -2.14 2.59 -4.07  -0.30
C: -3.51 2.98 -4.22  -0.24
H: -4.45 4.38 -5.60  0.35
H: -3.40 5.12 -4.38  0.28
H: -2.54 3.42 -6.76  0.26
H: -1.91 5.02 -6.30  0.35
H: -0.77 4.10 -4.37  0.29
H: -0.63 2.73 -5.49  0.27
H: -4.02 2.16 -4.74  0.18
H: -3.96 3.10 -3.23  0.23
C: 2.82 -2.22 6.47  -0.59
C: 3.08 -1.04 5.56  -0.56
C: 3.55 -1.73 4.29  0.34
O: 2.88 -3.00 4.24  -0.40
C: 2.27 -3.25 5.50  -0.39
H: 2.13 -2.00 7.29  0.36
H: 3.76 -2.58 6.90  0.26
H: 2.15 -0.50 5.37  0.28
H: 3.81 -0.34 5.95  0.36
H: 4.63 -1.92 4.31  0.06
H: 3.32 -1.16 3.39  -0.18
H: 1.18 -3.14 5.38  0.19
H: 2.48 -4.28 5.82  0.31
C: 7.60 -0.61 1.08  -0.59
C: 6.73 -1.63 0.36  -0.60
C: 5.77 -2.05 1.46  -0.29
O: 5.61 -0.92 2.33  -0.30
C: 6.60 0.06 2.00  0.05
H: 8.09 0.09 0.41  0.33
H: 8.36 -1.13 1.66  0.26
H: 6.17 -1.14 -0.44  0.24
H: 7.28 -2.46 -0.06  0.37
H: 6.19 -2.87 2.05  0.29
H: 4.80 -2.36 1.08  0.11
H: 6.09 0.89 1.50  -0.24
H: 7.06 0.44 2.91  0.32
C: 6.08 5.06 0.31  -0.52
C: 7.32 4.89 -0.55  -0.53
C: 8.27 4.19 0.40  -0.42
O: 7.47 3.40 1.29  -0.38
C: 6.10 3.78 1.13  -0.30
H: 5.16 5.19 -0.26  0.32
H: 6.21 5.92 0.96  0.27
H: 7.09 4.23 -1.40  0.25
H: 7.71 5.82 -0.94  0.34
H: 8.83 4.92 1.00  0.27
H: 8.98 3.55 -0.12  0.26
H: 5.58 2.97 0.61  0.16
H: 5.63 3.91 2.11  0.31
C: -10.26 0.36 -2.69  -0.55
C: -9.84 1.80 -2.85  -0.52
C: -8.42 1.67 -3.36  -0.25
O: -8.36 0.45 -4.11  -0.41
C: -9.56 -0.30 -3.87  -0.36
H: -11.34 0.21 -2.70  0.34
H: -9.87 -0.04 -1.75  0.25
H: -10.46 2.29 -3.61  0.26
H: -9.91 2.39 -1.93  0.34
H: -7.71 1.59 -2.53  0.12
H: -8.12 2.50 -4.00  0.27
H: -10.18 -0.26 -4.77  0.28
H: -9.31 -1.35 -3.67  0.25

Entry 4:
DFT (ωB97M-V with the def2-TZVPD basis set) results for 2 unconnected molecules or ions with the total composition CH2ClO3S in a non-equilibrium geometry.

Computed properties:
E_tot = -30568.4531 eV
molar mass = 129.544 g mol⁻¹
ΔE to the lowest compared entry with this formula, charge and spin = 2.546 eV
frontier orbital gap = 7.446 eV
HOMO energy = -3.7247 eV
charge = -1

Each line ends with the Mulliken charge.
Atoms and positions in Å:
C: 1.63 0.25 0.67  -0.09
O: -0.51 -1.34 0.84  -0.42
O: 1.43 -2.05 -0.80  -0.50
O: 1.60 0.90 1.67  -0.46
S: 1.14 -1.60 0.58  0.45
Cl: 2.95 0.54 -0.64  -0.28
H: 0.22 0.46 -0.46  0.07
H: -0.69 -0.40 0.72  0.23

Entry 5:
DFT (ωB97M-V with the def2-TZVPD basis set) results for a molecular structure, C15H30AlF9N2O4P in a non-equilibrium geometry.

Computed properties:
E_tot = -67559.0367 eV
molar mass = 531.353 g mol⁻¹
frontier orbital gap = 6.999 eV
HOMO energy = -4.7262 eV
charge = -1

Each line ends with the Mulliken charge.
Atoms and positions in Å:
C: 3.59 -2.79 2.36  -1.07
C: 2.23 -3.52 2.02  -0.32
N: 1.03 -2.79 2.47  -0.11
Al: 0.52 -1.38 1.27  -1.20
C: -0.40 -2.16 -0.37  -0.50
C: -1.93 -2.50 -0.23  -0.78
C: -2.31 -3.29 1.06  -0.39
C: -1.62 -4.72 1.11  -0.25
C: -2.06 -5.38 2.49  -0.79
N: -1.20 -4.84 3.59  -0.76
C: -0.58 -0.03 2.36  -0.63
P: -2.04 0.72 1.52  0.88
O: -2.30 2.09 2.15  -0.74
O: -1.83 0.98 -0.12  -0.51
O: -3.37 -0.25 1.89  -0.50
C: 2.15 -0.31 0.56  0.70
C: 1.77 0.52 -0.73  -1.16
F: 2.59 0.68 1.51  -0.41
H: 4.21 -2.70 1.43  0.24
H: 4.18 -3.32 3.16  0.32
H: 3.43 -1.74 2.70  0.25
H: 2.25 -4.49 2.60  0.37
H: 2.14 -3.81 0.94  0.26
H: 1.19 -2.42 3.41  0.22
H: 0.12 -3.15 -0.58  0.39
H: -0.17 -1.50 -1.25  0.34
H: -2.54 -1.57 -0.38  0.07
H: -2.20 -3.17 -1.09  0.43
H: -3.41 -3.51 0.98  0.45
H: -2.18 -2.73 2.01  0.11
H: -2.05 -5.39 0.32  0.32
H: -0.52 -4.66 1.05  0.11
H: -1.98 -6.49 2.44  0.29
H: -3.11 -5.07 2.74  0.39
H: -1.49 -3.88 3.75  0.36
H: -0.26 -4.83 3.19  0.31
H: -0.88 -0.52 3.31  0.43
H: 0.11 0.81 2.63  0.48
H: -2.58 0.65 -0.63  0.31
H: -4.01 -0.26 1.17  0.32
H: 3.00 -0.97 0.25  0.07
H: 1.68 -0.17 -1.60  0.30
H: 0.78 0.99 -0.56  -0.01
H: 2.50 1.34 -0.96  0.47
C: -0.45 4.94 -1.96  -0.72
C: -0.94 6.04 -2.92  0.91
C: -1.29 5.64 -4.36  0.12
F: -0.26 5.13 -5.05  -0.22
F: -1.70 6.73 -5.06  -0.28
F: -0.05 7.06 -2.91  -0.28
F: -2.09 6.54 -2.38  -0.32
O: 0.97 4.78 -1.73  -0.35
C: 1.76 4.02 -2.60  0.76
C: 2.81 4.85 -3.34  0.17
F: 2.27 5.86 -4.04  -0.24
F: 3.49 4.08 -4.21  -0.26
F: 0.98 3.30 -3.42  -0.29
F: 2.39 3.12 -1.82  -0.26
H: -0.82 5.23 -0.98  0.39
H: -0.92 3.98 -2.16  0.34
H: -2.10 4.91 -4.37  0.27
H: 3.52 5.28 -2.63  0.22

Entry 6:
DFT (ωB97M-V with the def2-TZVPD basis set) results for a molecular structure, C3H4ClFO in a non-equilibrium geometry.

Computed properties:
E_tot = -20460.2727 eV
molar mass = 110.515 g mol⁻¹
ΔE to the lowest compared entry with this formula, charge and spin = 2.444 eV
frontier orbital gap = 9.769 eV
HOMO energy = -9.2207 eV
charge = 0

Each line ends with the Mulliken charge.
Atoms and positions in Å:
C: -0.75 0.15 0.38  -0.27
C: 0.64 -0.35 0.24  -0.18
C: 1.26 -0.04 -0.95  0.35
H: -2.07 -0.07 1.66  0.32
H: -1.13 -0.01 -0.76  0.14
H: -0.88 1.53 0.47  0.21
H: 1.34 -0.76 1.12  0.26
O: -1.35 -0.59 1.44  -0.45
F: 2.40 -0.62 -1.22  -0.21
Cl: 0.54 0.76 -2.37  -0.16

Which value of E_tot does entry 1 give? -13111.8158 eV

Number 4 is which compound? CH2ClO3S

E_tot of number 6 (C3H4ClFO)? -20460.2727 eV